{"formula": "C6H15N2", "method": "ωB97M-V/def2-TZVPD", "gap_ev": [7.3, 9.8], "lumo_ev": [1.082, 0.933], "spin_multiplicity": 2, "e_tot_ev": -9443.019, "e_homo_ev": [-6.2, -8.9], "charge": 0, "elements": ["C", "C", "C", "N", "H", "H", "H", "H", "H", "H", "H", "H", "H", "C", "C", "C", "N", "H", "H", "H", "H", "H", "H"], "xyz": [[0.226636, 1.975802, 0.466307], [1.434101, 1.100864, 0.220965], [2.063784, 0.560664, 1.516858], [-0.258269, 2.570203, -0.797710], [0.518014, 2.795198, 1.123804], [-0.559541, 1.414033, 0.977749], [2.223933, 1.639997, -0.299184], [1.165571, 0.300026, -0.475453], [1.332406, 0.271519, 2.274975], [2.633421, 1.380861, 1.957801], [2.727173, -0.277584, 1.330074], [-0.757134, 3.428260, -0.593847], [-0.950313, 1.960117, -1.219537], [-1.137512, -1.639146, -1.320991], [-1.831106, -2.154392, -2.341920], [-0.528801, -1.699500, 1.070571], [-1.216833, -2.123870, -0.038177], [-0.432115, -0.825191, -1.426187], [-2.521176, -2.974126, -2.205049], [-1.700067, -1.734955, -3.326917], [-0.692844, -2.236207, 1.987585], [0.119209, -0.839853, 1.039889], [-1.858537, -2.892720, 0.078393]], "forces_ev_per_angstrom": [[0.04, 0.48, -0.44], [0.40, -0.59, 0.10], [-0.25, 0.54, -0.06], [-0.15, -0.06, 0.30], [-0.01, 0.05, 0.11], [0.03, -0.11, 0.14], [-0.17, 0.33, -0.14], [-0.04, -0.10, 0.17], [-0.06, -0.11, -0.13], [0.16, -0.13, 0.11], [0.10, -0.06, 0.01], [0.04, 0.02, -0.05], [0.11, -0.05, -0.08], [0.04, -0.24, 0.21], [0.25, 0.44, -0.12], [-0.02, -0.02, 0.11], [-0.15, -0.10, 0.12], [-0.04, 0.05, -0.18], [-0.04, -0.06, -0.03], [-0.10, -0.07, -0.05], [-0.02, -0.01, 0.02], [-0.19, -0.21, -0.25], [0.08, 0.01, 0.13]], "mulliken_spin": [0.0109, 0.0013, 0.0071, 0.0001, 0.0005, -0.0079, 0.0005, -0.0019, 0.0049, 0.0013, 0.0016, 0.0000, 0.0011, -0.0850, 0.1836, 0.6341, 0.1346, 0.0051, 0.0035, -0.0002, 0.0125, 0.1102, -0.0180]}

---

{"formula": "C44H50N5O", "method": "ωB97M-V/def2-TZVPD", "gap_ev": 6.6, "lumo_ev": -2.420, "e_tot_ev": -55929.699, "e_homo_ev": -9.0, "charge": 1, "elements": ["C", "N", "C", "C", "C", "C", "C", "C", "C", "C", "C", "C", "C", "C", "N", "C", "C", "C", "C", "C", "C", "C", "C", "N", "C", "C", "C", "C", "C", "C", "H", "H", "H", "H", "H", "H", "H", "H", "H", "H", "H", "H", "H", "H", "H", "H", "H", "H", "H", "H", "H", "H", "H", "H", "H", "H", "H", "H", "H", "H", "H", "H", "C", "O", "C", "C", "C", "C", "C", "C", "C", "C", "N", "C", "C", "C", "C", "C", "C", "C", "N", "C", "H", "H", "H", "H", "H", "H", "H", "H", "H", "H", "H", "H", "H", "H", "H", "H", "H", "H"], "xyz": [[2.564978, -7.677528, -2.764488], [1.687059, -6.712594, -3.385696], [1.447260, -6.857811, -4.806606], [1.068923, -5.755177, -2.637692], [0.125942, -4.866997, -3.211402], [-0.393803, -3.833350, -2.459594], [0.097000, -3.542595, -1.178904], [-0.267477, -2.208392, -0.496957], [-0.273617, -2.252651, 0.993206], [-1.222818, -1.683341, 1.812176], [-0.938667, -1.544114, 3.250812], [0.312751, -1.963210, 3.761370], [0.751569, -1.595402, 5.018553], [-0.143789, -0.989915, 5.935202], [0.230252, -0.739178, 7.218054], [-0.646219, -0.068639, 8.154161], [1.508368, -1.166747, 7.738660], [-1.457980, -0.690096, 5.482706], [-1.842271, -0.968894, 4.181095], [-2.517789, -1.176267, 1.261087], [-3.329571, -1.961187, 0.406638], [-4.489880, -1.453673, -0.166886], [-4.976888, -0.169568, 0.206921], [-6.203078, 0.286277, -0.193569], [-6.817295, 1.438754, 0.433842], [-6.963963, -0.275802, -1.292380], [-4.171523, 0.609665, 1.074770], [-2.974457, 0.116073, 1.569417], [0.934035, -4.479689, -0.567970], [1.383878, -5.587176, -1.267421], [2.009300, -8.372256, -2.116921], [3.059504, -8.248971, -3.553785], [3.324332, -7.177792, -2.150183], [1.565080, -5.899325, -5.330346], [2.184422, -7.564788, -5.200911], [0.437765, -7.240764, -5.023744], [-0.173279, -4.981675, -4.250340], [-1.192130, -3.219471, -2.881766], [-1.316535, -2.035760, -0.731479], [0.521061, -2.868077, 1.432255], [1.000116, -2.573273, 3.179976], [1.789508, -1.775860, 5.295104], [-1.121100, 0.805834, 7.691967], [-1.441189, -0.740961, 8.513598], [-0.043794, 0.252871, 9.010166], [1.804484, -2.133199, 7.318891], [2.310098, -0.444637, 7.525486], [1.417326, -1.265058, 8.823371], [-2.169528, -0.220023, 6.160065], [-2.860533, -0.733374, 3.875807], [-3.070889, -3.007974, 0.216976], [-5.037306, -2.065160, -0.886847], [-6.707300, 1.397776, 1.524999], [-6.382373, 2.387126, 0.082553], [-7.883288, 1.433666, 0.185523], [-6.526644, -1.206545, -1.659682], [-7.991417, -0.470575, -0.952599], [-7.027473, 0.437326, -2.131221], [-4.491949, 1.615599, 1.343961], [-2.383922, 0.745115, 2.233245], [1.239933, -4.360056, 0.472249], [2.036230, -6.298454, -0.765685], [2.866700, -2.020065, -1.661804], [1.925921, -1.349794, -0.841768], [0.547543, -1.120904, -1.102737], [0.085960, -1.015394, -2.572684], [-1.315120, -0.851946, -2.658258], [-1.991526, -0.951173, -3.872679], [-1.269447, -1.294331, -5.020270], [0.114764, -1.424266, -4.947490], [0.815230, -1.168432, -3.752260], [0.428951, 0.291788, -0.447058], [0.051565, 1.481814, -0.985288], [-0.480074, 1.827147, -2.284460], [0.331637, 2.528887, -0.089112], [1.011674, 1.980285, 0.966181], [1.683302, 2.766158, 1.906638], [1.596919, 4.161239, 1.745019], [0.888572, 4.724655, 0.668369], [0.234325, 3.907478, -0.268037], [1.098652, 0.602519, 0.706911], [2.015686, -0.211648, 1.470655], [3.597856, -1.280772, -2.025311], [3.393536, -2.706038, -0.986485], [2.432462, -2.597279, -2.495085], [-1.872002, -0.626797, -1.744126], [-3.066204, -0.757621, -3.906495], [-1.798552, -1.472038, -5.960396], [0.678135, -1.706218, -5.842545], [1.906857, -1.065668, -3.771087], [-0.275745, 2.888590, -2.423484], [0.019569, 1.282816, -3.088720], [-1.562531, 1.679571, -2.327088], [2.253003, 2.307169, 2.718985], [2.096678, 4.816837, 2.457762], [0.841423, 5.808838, 0.562024], [-0.327562, 4.319358, -1.105945], [2.233746, 0.350369, 2.380348], [1.538089, -1.145432, 1.757883], [2.937916, -0.413974, 0.913014]], "forces_ev_per_angstrom": [[-0.02, -0.07, 0.21], [0.24, -0.36, -0.30], [-0.21, 0.08, -0.02], [0.00, 0.48, 0.11], [0.22, -0.42, 0.11], [0.06, 0.15, 0.17], [-0.20, 0.12, 0.48], [-2.07, -1.93, 0.73], [-0.64, -0.20, 1.04], [0.78, -1.00, -1.17], [-0.06, -0.48, 0.89], [-0.14, 0.65, 0.23], [-0.35, -0.11, 0.22], [-0.33, 0.06, -0.37], [0.18, 0.18, 0.31], [-0.20, -0.02, -0.03], [0.20, -0.03, -0.02], [0.34, -0.13, 0.10], [0.62, -0.11, -0.41], [-0.15, 0.31, -0.07], [0.11, 0.34, 0.20], [0.11, 0.22, 0.18], [0.35, -0.28, 0.09], [-0.28, 0.01, -0.11], [0.19, 0.13, 0.00], [-0.12, 0.03, -0.03], [-0.25, -0.08, -0.25], [0.08, -0.29, -0.26], [-0.12, 0.15, -0.29], [0.13, -0.15, -0.16], [0.15, 0.04, -0.08], [-0.02, 0.07, 0.31], [0.00, -0.14, -0.16], [0.02, -0.16, 0.07], [-0.28, 0.24, -0.03], [0.18, 0.04, 0.00], [-0.11, -0.09, 0.28], [0.45, -0.23, 0.02], [0.32, 0.09, -0.25], [-0.29, 0.72, -0.06], [-0.14, 0.38, -0.01], [-0.38, -0.20, 0.00], [0.16, -0.08, 0.20], [0.10, 0.17, -0.02], [-0.29, 0.04, -0.21], [-0.09, 0.09, 0.18], [-0.06, -0.09, 0.02], [0.14, -0.09, -0.20], [0.15, -0.27, -0.20], [0.30, -0.04, 0.07], [0.10, 0.40, -0.05], [0.16, 0.09, 0.49], [-0.06, -0.02, -0.20], [-0.13, -0.09, 0.05], [0.22, 0.06, 0.11], [-0.18, 0.27, 0.08], [0.23, -0.12, -0.16], [0.08, -0.19, 0.14], [0.12, -0.30, -0.03], [-0.05, -0.06, -0.20], [0.01, -0.04, -0.37], [-0.22, 0.18, -0.11], [0.29, -0.48, -0.16], [-0.29, 0.23, -0.18], [1.45, 1.76, -1.40], [-0.83, 0.13, 0.02], [0.02, -0.05, -0.70], [0.32, 0.28, 0.40], [-0.05, -0.26, 0.08], [0.22, 0.41, -0.06], [-0.14, 0.05, 0.07], [1.51, 1.23, 0.78], [-0.46, -0.35, 0.66], [-0.36, 0.38, -0.74], [0.16, 0.01, -0.79], [0.81, -0.74, 0.00], [-0.17, 0.73, 0.13], [0.02, -0.91, 0.09], [-0.54, -0.55, -0.42], [0.14, 0.59, 0.43], [-0.88, 0.22, -0.49], [0.33, -0.31, 0.78], [-0.25, -0.22, -0.14], [-0.08, 0.01, -0.31], [0.14, 0.20, 0.53], [-0.01, -0.07, -0.41], [0.33, -0.18, -0.05], [0.27, 0.08, 0.30], [-0.18, 0.28, 0.31], [-0.59, -0.43, 0.01], [-0.03, -0.19, -0.06], [-0.23, 0.17, 0.30], [0.24, -0.03, -0.07], [-0.22, 0.38, -0.30], [-0.12, -0.22, -0.20], [0.00, -0.34, 0.02], [0.27, 0.09, 0.34], [0.00, -0.27, -0.10], [0.21, 0.20, -0.14], [-0.37, 0.22, 0.21]], "lowdin_charge": [-0.0642, -0.1985, -0.0620, -0.2296, -0.0050, -0.0325, -0.1583, -0.2075, -0.0246, -0.1138, -0.1675, -0.0499, -0.0182, -0.2289, -0.1994, -0.0616, -0.0636, -0.0124, -0.0251, -0.1908, -0.0349, -0.0110, -0.2254, -0.2011, -0.0668, -0.0534, -0.0208, -0.0561, -0.0332, -0.0158, 0.0991, 0.0833, 0.0851, 0.0871, 0.0832, 0.0959, 0.1000, 0.1090, 0.0973, 0.0877, 0.1020, 0.0987, 0.0868, 0.1004, 0.0878, 0.0832, 0.0966, 0.0881, 0.0968, 0.1100, 0.1329, 0.0965, 0.0934, 0.0931, 0.0878, 0.0680, 0.0939, 0.0957, 0.0987, 0.1160, 0.1123, 0.0962, -0.0570, -0.1430, -0.2631, -0.1745, -0.0998, -0.0582, -0.0675, -0.0548, -0.0262, 0.0279, 0.0471, 0.0166, -0.1395, -0.1303, 0.0209, -0.0529, -0.0535, 0.0087, 0.0476, 0.0254, 0.0998, 0.1012, 0.0901, 0.1223, 0.1163, 0.1132, 0.1152, 0.1156, 0.0863, 0.1022, 0.1121, 0.1142, 0.1132, 0.1141, 0.1124, 0.0902, 0.0592, 0.1175]}